Record 1
20
Properties=species:S:1:pos:R:3:forces:R:3:mulliken_spin:R:1 method="wB97M-V/def2-TZVPD" lumo_ha="-0.3698 / -0.3167" s_squared=2.31 de_lowest_kcal_mol=7.0 total_charge=+2 homo_energy_ev="-16.3 / -17.0" multiplicity=3
O -1.2666 -2.6430 0.5797 -0.2 1.4 0.0 0.00
C -0.4024 -2.8401 -0.4970 0.6 0.1 -0.4 0.00
C 0.5506 -3.7687 -0.5160 0.1 0.2 0.3 0.00
H -0.6132 -2.1656 -1.3301 -0.1 -0.2 0.2 0.00
H 1.1568 -3.8743 -1.4164 -0.2 -0.2 0.1 0.00
H 0.7097 -4.4455 0.3252 -0.1 0.0 -0.2 0.00
O 0.7610 2.0171 -1.0480 0.4 -1.8 0.5 -0.06
C 1.1337 0.8723 -0.5319 0.8 0.2 -1.3 -0.22
O 2.0282 0.2618 -1.1808 0.2 -1.1 1.9 -0.14
Pr 2.1642 -1.3637 0.6628 0.0 2.2 -1.9 2.42
O 0.2753 -1.6689 1.8622 -0.5 0.9 -0.5 0.00
C -0.9076 -1.7906 1.5266 -0.4 -2.9 1.2 0.00
H -1.7439 -1.5500 2.1950 0.1 0.6 -0.4 0.00
C -0.5149 2.5572 -0.6636 -1.0 0.6 0.6 -0.01
H -0.9983 2.8672 -1.5980 0.2 -0.2 0.2 0.00
H -1.1043 1.7507 -0.2081 0.1 0.2 -0.1 0.01
C -0.3340 3.7230 0.2808 0.0 0.2 0.1 0.00
H 0.1503 3.4038 1.2138 -0.1 0.1 -0.2 0.00
H 0.2727 4.5118 -0.1842 -0.2 -0.2 0.1 0.00
H -1.3172 4.1455 0.5278 0.3 -0.1 -0.1 0.00

---

Record 2
98
Properties=species:S:1:pos:R:3:forces:R:3:mulliken_charge:R:1 method="wB97M-V/def2-TZVPD" lumo_ha="0.1348 / 0.1346" de_lowest_kcal_mol=59.5 total_charge=-2 homo_energy_ev="-1.0 / -0.5" multiplicity=1
Tl 0.2218 0.3285 -0.1376 0.3 0.2 -1.0 1.42
N -2.8111 0.0077 2.2453 -0.1 0.1 0.2 0.37
P -1.3010 0.6035 2.7719 0.1 -0.2 0.2 0.57
C -1.6968 2.1729 3.6313 0.0 0.0 -0.1 -0.16
C -1.2378 3.3523 3.0514 0.0 0.0 0.0 -0.61
C -1.5668 4.5823 3.6097 0.0 0.0 0.0 -0.62
C -2.3583 4.6376 4.7465 0.0 0.0 0.0 -0.56
C -2.8160 3.4632 5.3359 0.0 0.0 0.0 -0.64
C -2.4797 2.2369 4.7844 0.0 0.0 0.0 -0.32
C -0.9186 -0.4493 4.2176 -0.1 0.0 0.0 0.07
C -1.5149 -1.6937 4.3919 0.0 0.0 0.0 -0.58
C -1.1119 -2.5291 5.4258 0.0 0.0 0.0 -0.51
C -0.1033 -2.1326 6.2903 0.0 0.0 0.0 -0.57
C 0.5038 -0.8939 6.1182 0.0 0.0 0.0 -0.68
C 0.1008 -0.0588 5.0886 0.0 0.0 0.0 -0.41
P -2.8775 -0.0410 0.5379 -0.2 0.1 0.0 -0.70
C -4.0383 -1.4056 0.1806 -0.1 0.0 0.0 0.67
C -4.9962 -1.8677 1.0808 0.0 0.0 0.0 -0.42
C -5.8379 -2.9144 0.7355 0.0 0.0 0.0 -0.60
C -5.7368 -3.5012 -0.5202 0.0 0.0 0.0 -0.49
C -4.7867 -3.0455 -1.4219 0.0 0.0 0.0 -0.65
C -3.9313 -2.0087 -1.0721 0.0 0.0 0.0 -0.33
C -3.8855 1.4226 0.1074 0.0 0.0 0.0 1.19
C -4.2757 2.3483 1.0753 -0.1 0.0 0.0 -0.32
C -4.9656 3.4979 0.7139 0.0 0.0 0.1 -0.70
C -5.2680 3.7361 -0.6182 0.0 0.0 0.0 -0.69
C -4.8701 2.8279 -1.5900 -0.1 0.0 0.1 -1.04
C -4.1778 1.6809 -1.2326 0.0 0.0 0.1 -0.53
H -3.6383 0.1721 2.8099 0.0 0.0 0.0 0.47
H -0.6368 3.3009 2.1509 0.0 0.0 0.0 0.60
H -1.2077 5.4927 3.1466 0.0 0.0 0.0 0.48
H -2.6182 5.5956 5.1807 0.0 0.0 0.0 0.37
H -3.4295 3.5074 6.2279 0.0 0.0 0.0 0.40
H -2.8161 1.3202 5.2582 0.0 0.0 0.0 0.36
H -2.2892 -2.0112 3.7042 0.0 0.0 0.0 0.36
H -1.5758 -3.5016 5.5400 0.0 0.0 0.0 0.39
H 0.2197 -2.7896 7.0889 0.0 0.0 0.0 0.35
H 1.3030 -0.5834 6.7800 0.0 0.0 0.0 0.41
H 0.5949 0.8964 4.9456 0.0 0.0 0.0 0.39
H -5.0868 -1.4134 2.0611 0.0 0.0 0.0 0.27
H -6.5772 -3.2698 1.4435 0.0 0.0 0.0 0.39
H -6.3982 -4.3149 -0.7927 0.0 0.0 0.0 0.35
H -4.6998 -3.4988 -2.4013 0.0 0.0 0.0 0.44
H -3.1768 -1.6590 -1.7710 0.0 0.0 0.0 0.28
H -4.0333 2.1921 2.1182 0.0 0.0 0.0 0.06
H -5.2474 4.2133 1.4780 0.0 0.0 0.0 0.40
H -5.7844 4.6442 -0.9056 0.0 0.0 0.0 0.38
H -5.0435 3.0272 -2.6382 -0.1 -0.1 0.1 0.73
H -3.8172 1.0192 -2.0112 0.0 0.0 0.0 0.53
N 3.0408 1.3264 -2.0823 -0.1 0.0 -0.2 0.00
C 3.4591 0.2563 -1.3749 0.0 0.0 0.1 0.32
N 4.7759 0.0174 -1.3110 0.0 0.0 0.0 -0.81
C 5.0951 -1.0233 -0.5331 0.0 -0.1 0.0 0.39
N 6.4477 -1.2762 -0.4069 0.0 0.0 0.0 -0.49
N 4.2791 -1.8167 0.1342 0.0 0.0 0.0 -0.66
C 2.9639 -1.4954 0.0131 -0.1 0.0 0.1 -0.42
N 2.5243 -0.4651 -0.7476 0.0 0.1 0.0 -0.20
C 1.9924 -2.2512 0.7267 0.0 0.1 -0.1 0.73
C 2.3497 -3.3532 1.5459 0.0 0.0 0.0 -0.61
C 1.3857 -4.0947 2.1605 0.0 0.0 0.0 -0.62
C 0.0178 -3.7513 1.9701 0.0 0.0 0.0 -0.93
C -0.2625 -2.6303 1.2316 0.0 0.0 0.0 -0.08
N 0.6650 -1.8709 0.6318 0.0 0.0 0.1 0.02
H 3.7079 1.7562 -2.7008 0.0 0.0 0.1 0.28
H 2.0948 1.3343 -2.4462 0.0 0.1 0.0 -0.12
H 7.0015 -0.8978 -1.1568 0.0 0.0 0.0 0.27
H 6.6604 -2.2190 -0.1282 0.0 0.0 0.0 0.27
H 3.4016 -3.5789 1.6513 0.0 0.0 0.0 0.47
H 1.6605 -4.9370 2.7848 0.0 0.0 0.0 0.37
H -0.7857 -4.3255 2.4109 0.0 0.0 0.0 0.48
H -1.2906 -2.3054 1.0978 0.0 0.0 0.0 0.38
C -0.0558 4.8376 -1.5400 0.0 0.0 0.0 -1.00
C -0.4906 3.5952 -1.0580 0.1 0.1 0.1 -0.90
N 0.1669 2.9131 -0.1409 0.0 0.0 -0.1 0.87
C 1.3581 3.3875 0.3124 -0.1 0.0 -0.1 0.13
C 1.8821 4.6209 -0.1301 0.0 0.0 0.0 1.12
C 1.1292 5.3451 -1.0637 -0.1 0.1 0.0 -0.86
C 3.1602 5.0332 0.3522 0.0 0.0 0.0 -1.03
C 3.8606 4.2434 1.2035 0.0 0.0 0.0 -1.01
C 3.3633 2.9714 1.6434 0.1 0.0 0.0 1.73
C 4.0977 2.1187 2.4877 0.0 -0.1 0.0 -1.70
C 3.5274 0.8846 2.8440 0.0 0.0 -0.1 -1.20
C 2.2925 0.5370 2.3592 0.0 0.0 0.0 -0.45
N 1.5567 1.3370 1.5375 -0.2 -0.1 0.1 0.97
C 2.0986 2.5537 1.1915 0.1 0.0 0.0 -0.28
H -0.6293 5.3162 -2.3212 0.0 0.0 0.0 0.45
H -1.3867 3.1386 -1.4702 -0.1 0.0 0.0 0.54
H 1.5195 6.2862 -1.4374 0.0 0.0 0.0 0.35
H 3.5647 5.9804 0.0126 0.0 0.0 0.0 0.38
H 4.8400 4.5497 1.5558 0.0 0.0 0.0 0.37
H 5.0826 2.4111 2.8296 0.0 0.0 0.0 0.31
H 4.0509 0.1854 3.4839 0.0 0.0 0.0 0.50
H 1.8380 -0.4100 2.6283 0.0 0.0 0.0 0.58
Se -2.9003 3.3229 -4.1495 0.3 0.1 -0.2 -0.61
Sb -0.8921 2.0113 -4.5460 -0.2 -0.2 0.1 0.63
Se -0.9614 0.1397 -2.4948 0.4 0.1 0.4 -0.21
Se 1.1498 3.2993 -4.5081 0.2 -0.1 0.1 -0.70
Se -1.1107 0.2462 -6.1673 0.0 0.0 -0.1 -0.71

---

| no. | electronic energy (eV) |
| --- | --- |
| 1 | -28607.2479 |
| 2 | -350839.5957 |